# 1
{"formula": "C4H9NO2", "method": "ωB97M-V/def2-TZVPD", "de_lowest_kcal_mol": 83.59, "orbital_gap_ha": 0.37967, "charge": 0, "energy_ha": -362.9523, "elements": ["O", "O", "N", "C", "C", "C", "C", "H", "H", "H", "H", "H", "H", "H", "H", "H"], "coordinates": [[2.31331, 0.30876, -0.03675], [0.12611, -0.45072, -1.47402], [2.41765, 1.67629, 0.32114], [3.53237, 2.18497, 0.58238], [-2.02475, -1.53109, -1.38028], [-0.71397, -0.95303, -0.79031], [-0.50904, -0.94010, 0.73129], [-2.11980, -1.32447, -2.48156], [-1.40493, -0.64711, 1.22544], [3.36829, 3.24730, 0.85515], [-2.86827, -0.92368, -1.00385], [0.39698, -0.37021, 1.02988], [1.52445, 0.13421, -0.57451], [4.54736, 1.76669, 0.58216], [-2.27846, -2.53616, -1.16574], [-0.44621, -2.01905, 0.83494]], "atomic_forces_ev_per_a": [[2.4, 0.7, 0.9], [0.9, 0.3, -1.5], [-2.1, -1.2, -1.0], [0.3, 0.7, 0.4], [-0.2, 2.3, -1.1], [-1.3, 0.3, 1.3], [0.2, -0.7, -1.6], [0.7, -0.5, 0.9], [-0.7, 0.4, 0.5], [0.6, -0.7, -0.1], [0.4, -0.2, 0.4], [-0.8, -0.7, -0.2], [-0.5, 0.8, -0.2], [-0.5, -0.3, -0.1], [0.2, -1.1, 0.3], [0.5, -0.3, 1.0]], "lowdin_charge": [-0.10, 0.06, -0.08, -0.07, -0.01, -0.45, 0.00, 0.10, 0.07, 0.07, 0.09, 0.08, 0.01, 0.08, 0.06, 0.09]}

=====

# 2
{"formula": "C19H41Si4TeV", "method": "ωB97M-V/def2-TZVPD", "orbital_gap_ha": [0.23671, 0.25488], "spin_multiplicity": 2, "charge": 1, "energy_ha": -3118.3884, "s2": 0.791, "elements": ["Te", "V", "Si", "Si", "Si", "Si", "C", "C", "C", "C", "C", "C", "C", "C", "C", "C", "C", "C", "C", "C", "C", "C", "C", "C", "C", "H", "H", "H", "H", "H", "H", "H", "H", "H", "H", "H", "H", "H", "H", "H", "H", "H", "H", "H", "H", "H", "H", "H", "H", "H", "H", "H", "H", "H", "H", "H", "H", "H", "H", "H", "H", "H", "H", "H", "H", "H"], "coordinates": [[1.11699, -1.80945, 0.96477], [-0.08612, -0.01150, -0.04120], [1.65800, -3.42925, 4.36505], [2.46522, -3.61507, 2.15988], [4.66804, -2.86410, 1.80323], [1.83710, -5.56685, 0.99880], [0.41488, 1.97548, -1.03105], [-2.17223, 0.89928, -0.35423], [-0.21232, -3.40726, 4.34738], [-1.39931, 1.58972, 0.60703], [-0.11586, 2.14314, 0.26183], [2.32750, -1.85338, 5.11881], [5.11178, -3.12883, 0.00550], [5.74838, -3.90287, 2.92656], [3.01926, -6.90894, 1.55360], [-1.55724, 0.57657, -1.57361], [-4.52988, 1.60177, -0.15455], [0.07565, -5.99398, 1.46229], [2.29601, -4.93629, 5.27603], [4.78969, -1.05178, 2.25098], [-4.02859, -0.79257, -0.76823], [1.98458, -5.27765, -0.84281], [-3.56069, 0.42691, 0.01530], [1.76231, 2.54162, -1.38159], [-0.25723, 1.10467, -1.90907], [5.52003, -3.71618, 3.97831], [3.01147, -7.04108, 2.63750], [-1.80348, 1.75771, 1.59571], [5.14614, -4.18962, -0.25090], [4.04412, -6.68745, 1.24731], [3.41373, -1.88556, 5.22601], [-3.52508, 0.16250, 1.07682], [4.11004, -0.44795, 1.64671], [-5.53390, 1.30006, 0.14235], [3.38425, -5.01312, 5.22810], [2.73839, -7.86339, 1.10141], [4.55596, -0.87274, 3.30184], [-0.58589, -3.30301, 5.36963], [1.82894, 3.57823, -1.05400], [5.80676, -0.69555, 2.06651], [1.93327, 2.50205, -2.45507], [2.07194, -0.98128, 4.51293], [-4.98442, -1.13600, -0.37468], [-3.32121, -1.62091, -0.69910], [1.67006, -6.17769, -1.37797], [-2.06461, -0.05236, -2.28970], [-0.26593, -6.84618, 0.86912], [0.17813, 0.86577, -2.86893], [0.43450, 2.70930, 1.00030], [4.39476, -2.64262, -0.65961], [-4.56823, 1.91953, -1.19829], [1.89985, -1.70652, 6.11387], [1.87372, -5.85598, 4.86490], [2.01375, -4.88576, 6.33061], [2.56098, 1.98586, -0.88848], [-4.18611, -0.55779, -1.82285], [-0.59514, -2.56647, 3.76603], [-0.60340, -5.16029, 1.27098], [-0.01008, -6.26743, 2.51576], [3.00936, -5.05137, -1.14087], [-4.23923, 2.45980, 0.45177], [5.62455, -4.97150, 2.73850], [1.34683, -4.45563, -1.17257], [6.09866, -2.70576, -0.19906], [6.80199, -3.65927, 2.76874], [-0.62885, -4.32487, 3.92958]], "atomic_forces_ev_per_a": [[0.2, -0.3, 0.2], [-0.7, 0.9, -0.4], [0.0, 0.0, -0.1], [0.0, -0.1, 0.1], [-0.1, -0.1, 0.0], [0.0, 0.0, 0.0], [0.1, 0.0, 0.0], [0.1, -0.1, 0.1], [0.0, 0.0, 0.1], [0.2, -0.1, -0.1], [-0.1, -0.2, 0.0], [0.0, 0.0, 0.0], [0.0, 0.0, 0.0], [0.0, 0.0, 0.0], [0.0, 0.0, 0.0], [0.2, 0.0, 0.1], [0.0, 0.0, 0.0], [0.0, 0.0, 0.0], [0.0, 0.0, 0.0], [0.0, 0.0, 0.0], [0.0, 0.0, 0.0], [0.0, 0.0, 0.0], [0.0, 0.0, 0.0], [0.0, 0.0, 0.0], [-0.1, -0.1, 0.1], [0.0, 0.0, 0.0], [0.0, 0.0, 0.0], [0.0, 0.0, 0.0], [0.0, 0.0, 0.0], [0.0, 0.0, 0.0], [0.0, 0.0, 0.0], [0.0, 0.0, 0.0], [0.0, 0.0, 0.0], [0.0, 0.0, 0.0], [0.0, 0.0, 0.0], [0.0, 0.0, 0.0], [0.0, 0.0, 0.0], [0.0, 0.0, 0.0], [0.0, 0.0, 0.0], [0.0, 0.0, 0.0], [0.0, 0.0, 0.0], [0.0, 0.0, 0.0], [0.0, 0.0, 0.0], [0.0, 0.0, 0.0], [0.0, 0.0, 0.0], [0.0, 0.0, 0.0], [0.0, 0.0, 0.0], [0.0, 0.0, 0.0], [0.0, 0.0, 0.0], [0.0, 0.0, 0.0], [0.0, 0.0, 0.0], [0.0, 0.0, 0.0], [0.0, 0.0, 0.0], [0.0, 0.0, 0.0], [0.0, 0.0, 0.0], [0.0, 0.0, 0.0], [0.0, 0.0, 0.0], [0.0, 0.0, 0.0], [0.0, 0.0, 0.0], [0.0, 0.0, 0.0], [0.0, 0.0, 0.0], [0.0, 0.0, 0.0], [0.0, 0.0, 0.0], [0.0, 0.0, 0.0], [0.0, 0.0, 0.0], [0.0, 0.0, 0.0]], "lowdin_spin": [-0.10, 1.13, 0.00, -0.02, 0.00, 0.00, 0.01, 0.02, 0.00, -0.01, -0.01, 0.00, 0.00, 0.00, 0.00, -0.01, 0.00, 0.00, 0.00, 0.00, 0.00, 0.00, 0.00, 0.01, -0.01, 0.00, 0.00, 0.00, 0.00, 0.00, 0.00, 0.00, 0.00, 0.00, 0.00, 0.00, 0.00, 0.00, 0.00, 0.00, 0.00, 0.00, 0.00, 0.00, 0.00, 0.00, 0.00, 0.00, 0.00, 0.00, 0.00, 0.00, 0.00, 0.00, 0.00, 0.00, 0.00, 0.00, 0.00, 0.00, 0.00, 0.00, 0.00, 0.00, 0.00, 0.00]}

=====

# 3
{"formula": "C30H43BrMgN2P2S", "method": "ωB97M-V/def2-TZVPD", "orbital_gap_ha": 0.15766, "charge": 2, "energy_ha": -5132.7317, "elements": ["Br", "S", "P", "P", "Mg", "N", "N", "C", "C", "C", "C", "C", "C", "C", "C", "C", "C", "C", "C", "C", "C", "C", "C", "C", "C", "C", "C", "C", "C", "C", "C", "C", "C", "C", "C", "C", "C", "H", "H", "H", "H", "H", "H", "H", "H", "H", "H", "H", "H", "H", "H", "H", "H", "H", "H", "H", "H", "H", "H", "H", "H", "H", "H", "H", "H", "H", "H", "H", "H", "H", "H", "H", "H", "H", "H", "H", "H", "H", "H", "H"], "coordinates": [[0.69974, -0.58128, -0.12099], [-2.38039, -0.22722, 0.06796], [5.04138, -0.83033, -2.33345], [0.78957, 2.25404, -0.69859], [-1.09905, -1.51275, -2.58873], [-2.73471, -0.33631, -10.86951], [-1.76680, -1.80234, 2.14952], [-3.71851, -0.55232, -10.02312], [-0.59148, 3.36409, -0.31467], [-2.78056, 0.23036, 2.77844], [-1.77910, -2.25314, 3.44109], [-0.75087, -0.30552, -4.44033], [1.33660, 4.09805, -2.73228], [4.84889, -1.12967, -5.12650], [-1.49618, 0.62978, -3.71360], [4.07552, -1.07554, -3.82035], [-1.13618, -0.52860, -9.13509], [-3.45416, -0.77783, -8.66084], [1.47178, 2.26949, 1.04923], [-0.85156, 1.54938, -2.88491], [0.41829, -0.77971, -3.77426], [-2.82836, -0.19834, 4.08044], [-2.35928, -1.47975, 4.42703], [0.92863, 0.00480, -2.68064], [-0.31420, 4.70153, 0.39033], [-1.32869, -1.00490, -5.59104], [2.02555, 3.27396, -1.63915], [-2.32409, -0.60901, 1.74101], [-1.47192, -0.31369, -10.48150], [-1.81840, -1.02708, -6.73115], [5.78034, 1.68039, -1.29450], [5.30861, -3.16041, -0.80511], [4.58690, 0.81004, -1.70266], [-2.13309, -0.79089, -8.15124], [0.27912, 1.19849, -2.18085], [4.44921, -1.88572, -0.91620], [2.40687, 3.41124, 1.50394], [0.01628, 4.58630, 1.42218], [3.36716, -0.24847, -3.88323], [-2.49913, 0.81346, -4.09847], [-1.35744, -3.23954, 3.60678], [-4.73743, -0.55738, -10.44876], [6.10829, 1.51692, -0.25782], [3.55256, -2.01939, -3.69622], [5.20850, -3.79906, -1.69946], [0.93621, 5.05907, -2.37113], [3.42533, 3.27363, 1.11856], [0.40507, 5.33463, -0.13623], [4.56218, -1.29647, 0.01218], [4.08824, 1.28513, -2.54492], [0.96731, -1.64413, -4.17545], [-1.32973, -2.37087, 1.43342], [5.52137, 2.74777, -1.37638], [5.74156, -1.74084, -5.02828], [-1.16316, 3.57098, -1.22690], [-0.71705, -0.13238, -11.27538], [6.37490, -2.90477, -0.70507], [-0.08056, -0.49861, -8.91723], [2.52917, 3.91127, -0.89883], [0.56374, 2.28797, 1.67731], [1.97610, -0.18834, -2.36951], [-1.24099, 2.74988, 0.32812], [-3.13924, 1.19634, 2.47602], [-3.22240, 0.44715, 4.85985], [1.97816, 1.30941, 1.24049], [3.88857, 0.69998, -0.85554], [0.51282, 3.54216, -3.20284], [-2.40618, -1.84875, 5.44911], [5.01599, -3.74789, 0.08267], [4.23172, -1.55169, -5.91813], [2.78933, 2.60467, -2.06881], [-1.24243, 5.28015, 0.44174], [-4.32009, -0.94949, -8.04210], [2.49113, 3.39129, 2.60751], [2.08415, 4.30210, -3.51008], [5.16156, -0.17103, -5.52892], [-1.17476, 2.59355, -2.82699], [3.39065, -2.12055, -1.06897], [6.65716, 1.50990, -1.93427], [2.07226, 4.42427, 1.24757]], "atomic_forces_ev_per_a": [[0.5, -1.5, 0.9], [-1.1, 0.2, -0.3], [2.7, -0.4, 1.4], [1.8, 2.1, -0.6], [-1.0, 0.2, 3.1], [-0.1, 0.2, -1.4], [-0.4, 0.4, 0.4], [0.4, -0.1, 0.8], [-1.2, -0.1, -0.6], [-0.1, -0.1, -0.5], [-0.6, 0.6, 0.0], [-1.3, -2.1, 0.3], [0.2, 0.2, -0.3], [0.3, -0.2, -0.4], [-1.0, 0.7, -2.2], [-1.0, 0.2, -0.4], [0.3, -0.2, 0.1], [-0.3, -0.1, 0.2], [0.3, -1.4, 0.9], [0.3, 0.8, 1.1], [2.1, 1.2, -0.2], [0.2, -0.2, 0.0], [0.5, -0.5, -0.4], [1.2, 0.5, -0.5], [0.1, 0.2, 0.1], [-0.7, 0.8, -1.7], [-0.3, 0.0, 0.5], [0.8, -1.1, -0.1], [-0.1, -0.1, 0.9], [1.4, 1.0, 0.8], [0.3, 0.4, 0.2], [-0.1, -0.2, 0.1], [-0.2, 0.5, 0.1], [-0.5, -0.2, -1.1], [0.1, -1.0, -1.0], [0.2, -0.3, -0.5], [0.3, 0.2, -0.2], [0.0, -0.1, -0.1], [-0.4, -0.1, -0.1], [0.3, 0.5, 0.1], [0.0, 0.2, 0.0], [0.6, 0.0, 0.5], [-0.2, -0.1, -0.3], [-0.4, -0.2, 0.0], [0.0, 0.2, 0.4], [0.2, -0.4, -0.1], [-0.3, 0.0, 0.0], [0.0, -0.2, 0.0], [-0.2, -0.1, -0.5], [-0.2, 0.2, 0.0], [0.2, 0.8, 0.1], [-0.1, 0.1, 0.1], [0.1, -0.2, 0.1], [0.1, -0.1, 0.0], [0.1, 0.0, 0.3], [-0.5, -0.1, 0.8], [-0.4, 0.0, 0.0], [0.1, -0.1, 0.4], [-0.1, -0.1, -0.4], [0.2, -0.3, -0.4], [-1.1, -0.1, 0.0], [0.0, 0.1, -0.2], [-0.2, 0.2, 0.1], [0.0, 0.0, -0.2], [-0.3, 0.4, 0.0], [-0.1, 0.2, -0.3], [0.4, 0.3, 0.0], [0.0, 0.1, -0.3], [0.1, 0.1, -0.4], [-0.1, -0.2, 0.0], [-0.4, 0.2, 0.3], [0.0, -0.3, -0.1], [0.1, -0.1, 0.4], [-0.2, -0.2, -0.5], [-0.4, 0.1, 0.1], [0.1, 0.3, 0.4], [-0.8, -0.8, 0.4], [-0.1, -0.1, 0.3], [-0.3, 0.0, 0.1], [0.1, -0.4, 0.0]], "lowdin_charge": [0.32, 0.50, 0.97, 0.98, 1.00, 0.07, 0.05, -0.11, -0.33, -0.08, -0.03, -0.29, -0.10, -0.16, -0.07, -0.48, 0.00, -0.01, -0.36, -0.07, -0.15, -0.02, -0.03, -0.24, -0.10, 0.05, -0.30, -0.73, -0.11, 0.12, -0.15, -0.18, -0.47, -0.19, -0.39, -0.43, -0.12, 0.07, 0.04, 0.15, 0.14, 0.13, 0.08, 0.07, 0.07, 0.09, 0.08, 0.08, 0.08, 0.04, 0.14, 0.12, 0.06, 0.07, 0.08, 0.13, 0.07, 0.11, 0.08, 0.09, 0.06, 0.08, 0.11, 0.13, 0.03, 0.06, 0.05, 0.12, 0.07, 0.07, 0.06, 0.10, 0.11, 0.10, 0.09, 0.07, 0.12, 0.04, 0.07, 0.06]}